The following is a DFT calculation (ωB97M-V/def2-TZVPD) of C3H8N2 in the gas phase in a non-equilibrium geometry.

The calculation puts the LUMO energy at 1.09 eV. For the energy relative to the best compared isomer or geometry (same formula, charge and spin), the calculation gives 406.1 kJ/mol. The calculation puts the max |F| at 0.0308 hartree/bohr. The HOMO energy is -8.290 eV.

The geometry in XYZ format:
```
13
Properties=species:S:1:pos:R:3:forces:R:3:lowdin_charge:R:1
C 1.387 0.859 0.015 -0.3 0.1 0.0 -0.1111
C -0.103 0.938 -0.297 0.4 -0.5 -1.1 -0.3416
N -0.872 0.239 0.700 -0.6 -1.4 0.6 -0.0530
H -1.838 0.561 0.698 0.1 -0.2 -0.1 0.1030
H -0.447 1.973 -0.350 -0.1 -0.1 0.1 0.1110
H 1.954 1.430 -0.717 0.1 0.0 -0.1 0.0668
H 1.590 1.258 1.007 0.0 0.0 0.1 0.0663
H 1.708 -0.179 -0.030 0.1 0.0 0.0 0.0479
C -0.317 -1.725 -0.608 0.3 -0.4 -0.5 -0.0168
N -0.932 -1.241 0.390 -0.3 1.5 0.4 -0.1124
H -1.459 -1.706 1.138 0.3 0.1 -0.3 0.1376
H -0.401 -2.820 -0.669 -0.3 0.1 0.4 0.0171
H -0.271 0.413 -1.275 0.1 0.7 0.5 0.0851
```
Positions in Å, forces in eV/Å.